Entry 1:
Density functional theory data (ωB97M-V with the def2-TZVPD basis set) for a structure of composition C54H50N6O4S4Y.

For the LUMO energy, the calculation gives -7.3 eV. For the energy relative to the best compared isomer or geometry (same formula, charge and spin), the calculation gives 111.9 kcal/mol. For the HOMO energy, the calculation gives -15.1 eV. Its net charge is +3. The frontier orbital gap is 7.797 eV.

```
119
C54H50N6O4S4Y (ωB97M-V with the def2-TZVPD basis set)
Y -0.546 0.126 0.443
N -1.393 -1.159 -1.050
S -2.462 -2.011 -0.491
N -3.217 -1.490 0.856
S -3.935 -0.093 0.955
N -3.674 0.987 -0.200
S -2.755 2.265 -0.423
N -1.257 2.044 -0.775
C -3.647 2.985 -1.756
C -3.812 4.364 -1.795
C -4.532 4.910 -2.846
C -5.062 4.086 -3.832
C -4.882 2.705 -3.775
C -4.173 2.137 -2.730
C -2.888 3.371 0.923
C -4.158 3.860 1.223
C -4.296 4.692 2.316
C -3.184 5.008 3.092
C -1.922 4.526 2.760
C -1.759 3.705 1.659
C -5.626 -0.506 0.495
C -6.222 -1.508 1.261
C -7.518 -1.890 0.975
C -8.215 -1.278 -0.068
C -7.612 -0.279 -0.819
C -6.307 0.120 -0.538
C -4.259 0.360 2.634
C -3.562 -0.252 3.666
C -3.945 0.058 4.960
C -4.975 0.964 5.194
C -5.649 1.564 4.136
C -5.306 1.253 2.832
C -3.758 -2.306 -1.645
C -4.867 -3.075 -1.289
C -5.879 -3.244 -2.217
C -5.780 -2.650 -3.474
C -4.670 -1.882 -3.811
C -3.643 -1.708 -2.891
C -1.994 -3.599 0.093
C -1.344 -3.661 1.328
C -0.987 -4.903 1.821
C -1.274 -6.056 1.091
C -1.907 -5.973 -0.143
C -2.278 -4.735 -0.654
H -3.390 5.004 -1.027
H -4.683 5.983 -2.889
H -5.619 4.523 -4.653
H -5.307 2.067 -4.541
H -4.044 1.060 -2.662
H -5.018 3.608 0.607
H -5.269 5.097 2.564
H -3.301 5.646 3.962
H -1.060 4.795 3.360
H -0.789 3.335 1.378
H -5.678 -1.984 2.074
H -7.995 -2.658 1.573
H -9.235 -1.577 -0.284
H -8.159 0.205 -1.622
H -5.838 0.909 -1.112
H -2.743 -0.926 3.459
H -3.434 -0.414 5.790
H -5.263 1.198 6.213
H -6.460 2.260 4.325
H -5.857 1.674 1.998
H -4.934 -3.529 -0.304
H -6.745 -3.845 -1.965
H -6.573 -2.795 -4.200
H -4.600 -1.433 -4.796
H -2.757 -1.123 -3.116
H -1.146 -2.761 1.894
H -0.498 -4.978 2.786
H -1.003 -7.027 1.491
H -2.127 -6.874 -0.706
H -2.776 -4.668 -1.614
O -1.903 0.736 1.680
O -1.023 -0.285 2.232
C 0.841 -0.349 -5.694
S 0.334 -0.382 -4.006
O 0.937 1.056 -3.612
C 1.422 -1.498 -3.236
C 2.798 -1.261 -3.236
C 3.612 -2.179 -2.605
C 3.054 -3.307 -1.995
C 1.681 -3.519 -2.003
C 0.845 -2.604 -2.624
H 1.922 -0.207 -5.736
H 0.307 0.465 -6.187
H 0.554 -1.314 -6.121
H 3.219 -0.379 -3.710
H 4.687 -2.030 -2.596
H 3.704 -4.029 -1.511
H 1.259 -4.396 -1.525
H -0.234 -2.741 -2.627
C 4.698 2.771 -2.343
N 4.185 1.889 -1.287
N 2.849 1.583 -1.135
C 2.725 0.707 -0.088
O 1.577 0.302 0.285
C 4.011 0.431 0.379
C 4.883 1.184 -0.380
C 6.374 1.267 -0.306
C 1.772 2.303 -1.747
C 1.737 3.619 -1.875
C 0.554 4.301 -2.441
C -0.603 3.666 -2.561
C -0.734 2.212 -2.172
C 0.626 1.474 -2.231
H 3.991 2.809 -3.166
H 5.634 2.365 -2.708
H 4.873 3.778 -1.973
H 4.257 -0.224 1.205
H 6.735 0.644 0.509
H 6.706 2.291 -0.131
H 6.839 0.919 -1.232
H 2.568 4.230 -1.534
H 0.639 5.352 -2.700
H -1.487 4.183 -2.914
H -1.395 1.721 -2.884
H 0.574 0.582 -1.637
```


Entry 2:
Density functional theory data (ωB97M-V with the def2-TZVPD basis set) for a structure of composition C21H21N5O4S4SbW.

For the LUMO energy (alpha / beta), the calculation gives -0.8 / -0.9 eV. For the energy relative to the best compared isomer or geometry (same formula, charge and spin), the calculation gives 15.6 kcal/mol. For the HOMO energy (alpha / beta), the calculation gives -7.1 / -7.0 eV. Its net charge is 0. The frontier orbital gap (alpha / beta) is 6.237 / 6.124 eV. As for the multiplicity: 2.

```
57
C21H21N5O4S4SbW (ωB97M-V with the def2-TZVPD basis set)
W 0.385 -0.006 -0.063
O -2.433 1.314 2.576
C -1.543 0.722 2.010
O -1.518 0.392 0.750
C -0.348 0.213 2.791
C -0.244 0.481 4.165
C 0.807 -0.060 4.842
C 1.718 -0.909 4.162
C 2.791 -1.551 4.822
C 3.621 -2.393 4.140
C 3.405 -2.640 2.768
C 2.389 -2.020 2.099
C 1.535 -1.130 2.781
N 0.517 -0.504 2.106
H -0.998 1.105 4.620
H 0.951 0.130 5.899
H 2.935 -1.368 5.880
H 4.438 -2.885 4.652
H 4.047 -3.339 2.246
H 2.179 -2.219 1.058
S -1.304 -0.989 -5.206
Sb 0.327 -0.866 -3.676
S -0.244 -2.387 -0.771
S -0.404 0.841 -2.205
C 4.546 -0.086 -1.618
C 3.260 0.240 -0.935
N 2.205 -0.626 -0.904
O 2.471 -1.871 -1.515
C 2.956 1.419 -0.280
C 3.715 2.703 -0.216
N 1.789 1.212 0.364
O 0.700 1.956 0.615
H 5.122 -0.840 -1.074
H 5.161 0.810 -1.687
H 4.367 -0.470 -2.622
H 3.010 -2.372 -0.886
H 4.685 2.585 0.269
H 3.137 3.433 0.349
H 3.881 3.108 -1.215
N -3.001 -1.891 -2.634
C -2.982 -1.484 -1.382
S -2.218 -2.515 -0.152
N -3.522 -0.357 -0.975
C -4.164 0.613 -1.805
C -3.789 1.940 -1.650
C -4.404 2.908 -2.425
C -5.380 2.553 -3.346
C -5.754 1.224 -3.483
C -5.153 0.246 -2.706
H -2.497 -2.738 -2.846
H -3.052 -1.221 -3.403
H -3.144 -0.019 -0.086
H -3.012 2.196 -0.941
H -4.111 3.943 -2.315
H -5.851 3.312 -3.956
H -6.522 0.945 -4.192
H -5.458 -0.789 -2.794
```


Entry 3:
Density functional theory data (ωB97M-V with the def2-TZVPD basis set) for a structure of composition C16H10ClF5ORu.

For the LUMO energy (alpha / beta), the calculation gives 3.2 / 1.0 eV. For the HOMO energy (alpha / beta), the calculation gives -3.6 / -4.0 eV. Its net charge is -1. The frontier orbital gap (alpha / beta) is 6.748 / 5.064 eV. As for the multiplicity: 6.

```
34
C16H10ClF5ORu (ωB97M-V with the def2-TZVPD basis set)
C 1.983 0.410 -3.159
C 1.815 1.855 -2.912
C 0.426 2.057 -2.598
H 2.500 2.680 -3.060
C -0.188 0.798 -2.340
C 0.773 -0.251 -2.614
H 0.605 -1.306 -2.531
H 2.676 -0.086 -3.829
H -0.063 3.032 -2.543
H -1.255 0.677 -2.066
Ru 1.826 0.640 -1.165
Cl 3.136 1.020 0.584
C -0.865 2.057 2.351
C -2.098 2.029 1.657
C -2.036 2.956 0.566
H -2.929 1.371 1.880
C -0.705 3.444 0.505
C 0.033 2.837 1.576
H 1.104 2.921 1.776
H -0.584 1.436 3.212
H -2.810 3.102 -0.183
H -0.281 4.035 -0.313
F -0.018 -5.645 2.321
C -0.157 -4.412 1.805
C -0.860 -4.223 0.615
F -1.458 -5.282 0.033
C -0.950 -2.967 0.066
F -1.680 -2.761 -1.044
C -0.295 -1.833 0.652
O -0.279 -0.693 0.113
C 0.338 -2.066 1.925
F 0.832 -0.996 2.588
C 0.419 -3.325 2.474
F 1.046 -3.511 3.660
```


Entry 4:
Density functional theory data (ωB97M-V with the def2-TZVPD basis set) for the molecule C16H12N2O.

For the LUMO energy, the calculation gives -0.1 eV. For the HOMO energy, the calculation gives -8.3 eV. The SMILES is N#CN[C@@H]1C=C(c2ccccc2)Oc2ccccc21. Its net charge is 0. The frontier orbital gap is 8.162 eV.

```
31
C16H12N2O (ωB97M-V with the def2-TZVPD basis set)
N 1.514 -1.659 -3.449
C 1.431 -2.207 -2.400
N 1.260 -2.774 -1.239
C 1.277 -1.549 -0.068
C -0.128 -1.324 0.000
C -0.647 -0.051 0.154
C -2.062 0.268 0.282
C -3.062 -0.735 0.386
C -4.399 -0.392 0.448
C -4.773 0.969 0.463
C -3.783 1.991 0.466
C -2.430 1.629 0.413
O 0.154 1.053 0.149
C 1.520 0.869 0.105
C 2.258 2.009 0.327
C 3.642 1.894 0.437
C 4.279 0.637 0.284
C 3.499 -0.494 0.127
C 2.098 -0.394 0.043
H 1.461 -3.769 -1.041
H 1.779 -2.493 0.482
H -0.820 -2.154 -0.249
H -2.751 -1.752 0.415
H -5.180 -1.148 0.458
H -5.833 1.282 0.452
H -4.048 3.077 0.490
H -1.668 2.407 0.464
H 1.787 2.966 0.569
H 4.285 2.769 0.641
H 5.382 0.548 0.413
H 3.957 -1.476 -0.020
```


Entry 5:
Density functional theory data (ωB97M-V with the def2-TZVPD basis set) for a structure of composition C55H50BrNO17Si2.

For the LUMO energy, the calculation gives -1.8 eV. For the HOMO energy, the calculation gives -9.1 eV. Its net charge is 0. The frontier orbital gap is 7.296 eV.

```
126
C55H50BrNO17Si2 (ωB97M-V with the def2-TZVPD basis set)
C -2.661 1.835 1.107
C -1.484 1.213 1.853
O -1.554 1.111 3.062
N -0.320 0.711 1.150
C 0.256 1.782 0.306
Si -0.790 -0.726 0.205
Br -1.007 -0.071 -1.939
C 0.461 -2.106 0.455
C 1.433 -2.401 -0.736
C 2.857 -2.540 -0.157
O 1.175 -3.623 -1.399
C 0.238 -3.524 -2.448
C 0.733 -2.760 -3.671
C 2.084 -2.629 -3.865
C 2.581 -1.919 -4.932
C 1.699 -1.328 -5.801
C 0.351 -1.478 -5.619
C -0.152 -2.183 -4.554
O -2.234 -1.229 0.895
Si -3.350 -2.003 -0.105
H -2.535 1.837 0.020
H -3.532 1.208 1.316
H -2.897 2.844 1.450
H 1.015 1.404 -0.377
H 0.742 2.527 0.945
H -0.497 2.337 -0.268
H -0.038 -3.005 0.831
H 1.084 -1.755 1.284
H 1.473 -1.523 -1.390
H 2.974 -3.545 0.264
H 3.087 -1.763 0.569
H 3.525 -2.523 -1.024
H 0.059 -4.554 -2.784
H -0.743 -3.154 -2.119
H 2.755 -3.086 -3.146
H 3.650 -1.797 -5.069
H 2.057 -0.739 -6.638
H -0.366 -1.017 -6.291
H -1.216 -2.303 -4.378
H -3.755 -3.240 0.604
H -2.808 -2.426 -1.396
H -4.577 -1.195 -0.241
C -7.983 -3.102 -3.318
C -6.709 -3.014 -2.944
C -5.849 -1.896 -3.402
O -4.686 -1.817 -3.063
C -6.461 -0.879 -4.290
C -7.734 -0.966 -4.665
C -8.595 -2.084 -4.207
O -9.756 -2.164 -4.549
H -8.627 -3.910 -2.996
H -6.244 -3.746 -2.295
H -5.816 -0.071 -4.614
H -8.196 -0.233 -5.314
C 5.368 1.481 -1.367
C 6.012 2.644 -1.320
C 5.286 3.932 -1.459
O 5.873 4.992 -1.417
C 3.816 3.871 -1.650
C 3.173 2.709 -1.697
C 3.897 1.422 -1.557
O 3.317 0.357 -1.593
H 5.879 0.531 -1.268
H 7.083 2.708 -1.181
H 3.305 4.820 -1.748
H 2.102 2.648 -1.837
C -7.924 -4.120 -7.748
C -7.693 -2.838 -7.475
C -6.507 -2.134 -8.022
O -6.298 -0.966 -7.770
C -5.588 -2.913 -8.887
C -5.817 -4.195 -9.161
C -7.004 -4.900 -8.614
O -7.214 -6.066 -8.865
H -8.783 -4.650 -7.358
H -8.354 -2.256 -6.849
H -4.729 -2.382 -9.276
H -5.158 -4.780 -9.789
C 3.542 5.356 4.562
C 3.148 5.295 3.293
C 2.442 4.102 2.767
O 2.083 4.043 1.608
C 2.189 2.981 3.705
C 2.584 3.042 4.974
C 3.290 4.235 5.500
O 3.648 4.291 6.658
H 4.060 6.216 4.967
H 3.321 6.102 2.592
H 1.671 2.119 3.300
H 2.412 2.235 5.675
C -5.798 7.004 1.665
C -5.278 7.421 2.817
C -4.912 6.462 3.888
O -4.440 6.841 4.938
C -5.145 5.020 3.625
C -5.665 4.604 2.473
C -6.031 5.563 1.402
O -6.503 5.184 0.351
H -6.072 7.688 0.872
H -5.100 8.468 3.027
H -4.871 4.335 4.417
H -5.843 3.556 2.263
C 7.421 -3.182 1.929
C 7.317 -4.107 2.880
C 6.760 -5.452 2.589
O 6.664 -6.293 3.455
C 6.326 -5.725 1.196
C 6.431 -4.800 0.246
C 6.987 -3.456 0.537
O 7.083 -2.613 -0.330
H 7.823 -2.196 2.122
H 7.629 -3.926 3.901
H 5.923 -6.711 1.004
H 6.118 -4.982 -0.774
C 4.827 2.271 8.874
C 5.352 2.608 10.050
C 5.702 1.580 11.060
O 6.178 1.885 12.132
C 5.445 0.160 10.710
C 4.920 -0.177 9.535
C 4.571 0.852 8.525
O 4.093 0.544 7.452
H 4.563 3.002 8.120
H 5.547 3.637 10.323
H 5.707 -0.575 11.460
H 4.724 -1.207 9.262
```